Record 1
Molecular formula: C37H86ClN12O5P3
Method: DFT, ωB97M-V/def2-TZVPD

Atoms and positions in Å:
C (4.686, 3.436, 0.920)
C (4.954, 1.921, 0.887)
C (4.437, 1.220, -0.394)
C (3.091, 0.498, -0.194)
C (2.195, 1.400, 0.689)
C (2.369, 0.152, -1.548)
Cl (3.592, -0.066, -2.861)
C (1.580, 1.349, -1.872)
N (1.112, 2.307, -2.298)
C (1.576, -1.192, -1.455)
C (2.583, -2.205, -1.056)
N (3.369, -2.983, -0.749)
C (0.916, -1.757, -2.760)
C (0.564, -0.835, -3.950)
C (-0.954, -0.559, -4.095)
C (-1.407, 0.831, -3.655)
C (-0.925, 1.938, -4.587)
C (-1.496, 3.323, -4.206)
O (-2.209, 3.318, -2.981)
C (-1.546, 3.937, -1.899)
C (0.566, -1.221, -0.268)
C (-0.771, -0.519, -0.496)
C (-1.697, -0.800, 0.684)
N (-1.087, -0.714, 1.939)
O (-2.856, -1.109, 0.547)
H (4.451, 3.803, -0.081)
H (5.567, 3.987, 1.244)
H (3.849, 3.708, 1.564)
H (4.627, 1.422, 1.800)
H (6.039, 1.804, 0.862)
H (5.192, 0.480, -0.654)
H (4.352, 1.988, -1.163)
H (3.311, -0.393, 0.395)
H (2.512, 1.306, 1.728)
H (1.152, 1.091, 0.683)
H (2.284, 2.451, 0.423)
H (1.541, -2.569, -3.127)
H (-0.011, -2.248, -2.457)
H (1.146, 0.081, -4.012)
H (0.827, -1.395, -4.850)
H (-1.210, -0.646, -5.156)
H (-1.540, -1.326, -3.583)
H (-2.499, 0.852, -3.731)
H (-1.183, 1.050, -2.615)
H (-1.330, 1.676, -5.571)
H (0.159, 1.953, -4.701)
H (-2.200, 3.637, -4.980)
H (-0.690, 4.062, -4.209)
H (-1.486, 3.232, -1.062)
H (-2.089, 4.812, -1.528)
H (-0.525, 4.228, -2.140)
H (1.048, -0.917, 0.655)
H (0.340, -2.284, -0.136)
H (-0.696, 0.571, -0.555)
H (-1.303, -0.905, -1.361)
H (-1.713, -1.048, 2.660)
H (-0.739, 0.214, 2.146)
C (2.656, -3.807, 7.406)
N (1.301, -3.536, 6.947)
C (0.586, -2.666, 7.873)
P (1.035, -3.049, 5.325)
O (1.729, -1.724, 5.243)
N (1.932, -3.898, 4.133)
C (2.738, -5.067, 4.405)
C (2.544, -3.070, 3.097)
N (-0.334, -4.126, 5.097)
C (-1.550, -3.462, 4.615)
C (-0.679, -5.157, 6.066)
H (2.618, -4.126, 8.449)
H (3.320, -2.936, 7.333)
H (3.099, -4.631, 6.854)
H (-0.487, -2.682, 7.657)
H (0.927, -1.625, 7.817)
H (0.715, -3.023, 8.896)
H (3.701, -4.810, 4.867)
H (2.951, -5.593, 3.470)
H (2.215, -5.779, 5.046)
H (3.494, -2.622, 3.419)
H (1.876, -2.263, 2.803)
H (2.729, -3.681, 2.211)
H (-2.040, -2.861, 5.392)
H (-2.267, -4.197, 4.247)
H (-1.302, -2.803, 3.779)
H (-1.167, -4.772, 6.971)
H (0.191, -5.731, 6.366)
H (-1.373, -5.840, 5.570)
C (4.869, 7.313, -4.291)
N (3.573, 7.022, -3.697)
C (3.218, 5.612, -3.871)
P (3.217, 7.512, -2.098)
O (4.134, 6.678, -1.262)
N (3.755, 9.080, -1.665)
C (4.307, 10.031, -2.605)
C (4.410, 9.188, -0.366)
N (1.619, 8.122, -2.492)
C (0.478, 7.606, -1.728)
C (1.196, 8.291, -3.877)
H (4.883, 6.929, -5.313)
H (5.708, 6.865, -3.742)
H (5.035, 8.384, -4.368)
H (2.157, 5.450, -3.654)
H (3.799, 4.957, -3.211)
H (3.385, 5.305, -4.904)
H (5.349, 9.803, -2.865)
H (4.287, 11.033, -2.169)
H (3.716, 10.083, -3.521)
H (5.466, 8.893, -0.396)
H (3.912, 8.566, 0.374)
H (4.344, 10.223, -0.023)
H (0.202, 6.587, -2.029)
H (-0.394, 8.246, -1.863)
H (0.710, 7.597, -0.660)
H (0.921, 7.352, -4.374)
H (1.957, 8.782, -4.475)
H (0.316, 8.939, -3.865)
C (-4.216, -6.455, -1.632)
N (-5.505, -6.734, -1.016)
C (-5.839, -8.152, -1.094)
P (-5.857, -6.113, 0.539)
O (-4.920, -6.836, 1.447)
N (-5.374, -4.493, 0.783)
C (-4.882, -3.622, -0.265)
C (-4.689, -4.221, 2.041)
N (-7.499, -5.673, 0.163)
C (-8.491, -6.220, 1.097)
C (-8.017, -5.701, -1.197)
H (-4.192, -6.911, -2.624)
H (-3.367, -6.839, -1.052)
H (-4.079, -5.389, -1.787)
H (-6.899, -8.305, -0.869)
H (-5.254, -8.759, -0.394)
H (-5.668, -8.520, -2.107)
H (-3.837, -3.838, -0.524)
H (-4.925, -2.584, 0.065)
H (-5.491, -3.682, -1.170)
H (-3.621, -4.476, 2.006)
H (-5.139, -4.777, 2.859)
H (-4.787, -3.157, 2.271)
H (-8.654, -7.296, 0.959)
H (-9.448, -5.710, 0.976)
H (-8.164, -6.058, 2.127)
H (-8.228, -6.710, -1.572)
H (-7.341, -5.213, -1.891)
H (-8.953, -5.136, -1.195)

Summary:
E_tot (eV): -108268.4929
Molecular weight (g mol⁻¹): 907.5



Record 2
Molecular formula: C37H86N6O10PS6
Method: DFT, ωB97M-V/def2-TZVPD

Atoms and positions in Å:
C (10.395, -1.909, 1.600)
C (9.729, -0.666, 1.044)
C (8.150, -0.749, 0.510)
O (7.217, -0.692, 1.479)
O (7.873, -0.841, -0.935)
C (6.438, -1.031, -1.209)
C (5.561, 0.383, -1.068)
C (4.673, 0.734, -2.401)
C (3.247, -0.067, -2.288)
C (1.942, 0.936, -2.011)
C (0.727, -0.094, -1.501)
C (-0.718, 0.718, -1.263)
P (-0.664, 2.557, -1.794)
N (0.317, 3.496, -0.932)
C (-0.980, 0.711, 0.374)
C (0.282, 1.180, 1.290)
O (-0.007, 2.262, 2.262)
N (1.125, 3.034, 2.301)
O (0.855, 4.201, 2.056)
N (-2.241, 1.562, 0.526)
C (-3.353, 0.656, 0.068)
N (-4.593, 1.572, -0.033)
C (-5.845, 0.857, 0.417)
C (-7.137, 1.866, 0.694)
C (-8.415, 0.842, 1.024)
C (-9.610, 0.938, -0.122)
C (-3.151, -0.133, -1.339)
C (-3.713, -1.690, -1.064)
C (-2.875, -2.538, 0.041)
C (-4.001, -2.504, -2.488)
C (-5.534, -3.169, -2.404)
C (-5.613, -4.509, -1.463)
N (-1.800, -0.112, -1.989)
C (-1.750, 0.001, -3.489)
C (-2.643, 1.114, -4.243)
N (-3.341, 2.175, -3.719)
H (10.572, -2.886, 0.947)
H (10.714, -1.974, 2.733)
H (10.354, 0.345, 1.049)
H (6.355, -1.468, -2.314)
H (6.004, -1.885, -0.505)
H (4.861, 0.295, -0.124)
H (6.353, 1.265, -0.952)
H (4.537, 1.894, -2.606)
H (5.261, 0.289, -3.332)
H (3.042, -0.694, -3.266)
H (3.304, -0.861, -1.400)
H (1.708, 1.435, -3.046)
H (2.236, 1.733, -1.210)
H (0.649, -0.882, -2.396)
H (1.043, -0.738, -0.566)
H (-2.015, 3.072, -1.626)
H (-0.387, 2.611, -3.229)
H (1.012, 3.915, -1.606)
H (-1.275, -0.370, 0.711)
H (0.602, 0.241, 1.953)
H (1.246, 1.506, 0.715)
H (-2.454, 1.740, 1.553)
H (-3.604, -0.043, 1.003)
H (-4.402, 2.290, 0.730)
H (-5.735, 0.208, 1.383)
H (-6.184, 0.168, -0.494)
H (-7.426, 2.525, -0.229)
H (-6.966, 2.507, 1.660)
H (-8.050, -0.293, 0.996)
H (-8.841, 1.005, 2.117)
H (-10.028, 2.032, -0.170)
H (-9.130, 0.627, -1.164)
H (-10.464, 0.161, 0.107)
H (-4.032, 0.285, -2.036)
H (-4.801, -1.517, -0.604)
H (-3.260, -2.272, 1.120)
H (-3.101, -3.690, -0.120)
H (-1.705, -2.389, -0.026)
H (-4.104, -1.644, -3.307)
H (-3.178, -3.295, -2.747)
H (-6.255, -2.294, -2.064)
H (-5.844, -3.424, -3.524)
H (-5.962, -4.168, -0.393)
H (-6.480, -5.206, -1.895)
H (-4.608, -5.110, -1.480)
H (-1.432, -1.103, -1.823)
H (-2.092, -1.064, -3.911)
H (-0.638, 0.121, -3.907)
H (-2.735, 1.002, -5.429)
H (-3.807, 2.688, -4.514)
C (1.811, 8.861, 2.308)
S (1.006, 8.436, 0.744)
O (0.290, 9.662, 0.258)
C (-0.233, 7.334, 1.467)
H (2.607, 9.580, 2.104)
H (1.086, 9.307, 2.992)
H (2.242, 7.961, 2.752)
H (-0.831, 7.876, 2.204)
H (0.265, 6.484, 1.940)
H (-0.885, 6.972, 0.669)
C (14.828, -2.392, 1.659)
S (13.951, -3.975, 1.659)
O (12.800, -3.852, 2.613)
C (15.254, -4.909, 2.497)
H (14.180, -1.636, 1.210)
H (15.071, -2.099, 2.683)
H (15.742, -2.482, 1.067)
H (15.470, -4.459, 3.469)
H (16.154, -4.915, 1.878)
H (14.908, -5.935, 2.641)
C (6.728, 0.811, -7.358)
S (5.851, -0.771, -7.358)
O (4.700, -0.648, -6.404)
C (7.154, -1.705, -6.520)
H (6.080, 1.568, -7.807)
H (6.971, 1.104, -6.334)
H (7.642, 0.722, -7.950)
H (7.370, -1.255, -5.548)
H (8.054, -1.711, -7.139)
H (6.808, -2.731, -6.376)
C (16.489, -3.721, 6.793)
S (16.975, -2.415, 5.639)
O (16.638, -2.887, 4.256)
C (18.758, -2.624, 5.866)
H (15.399, -3.800, 6.789)
H (16.922, -4.675, 6.482)
H (16.828, -3.465, 7.799)
H (19.050, -3.646, 5.612)
H (19.023, -2.404, 6.902)
H (19.276, -1.926, 5.204)
C (-13.983, -0.942, 1.322)
S (-13.465, -1.424, -0.343)
O (-12.316, -0.542, -0.731)
C (-14.940, -0.796, -1.184)
H (-13.188, -1.206, 2.023)
H (-14.158, 0.136, 1.362)
H (-14.895, -1.481, 1.591)
H (-15.055, 0.272, -0.988)
H (-15.820, -1.340, -0.832)
H (-14.822, -0.957, -2.258)
C (-17.239, -0.028, 5.324)
S (-16.721, -0.510, 3.658)
O (-15.572, 0.372, 3.271)
C (-18.195, 0.117, 2.818)
H (-16.443, -0.292, 6.025)
H (-17.414, 1.049, 5.364)
H (-18.150, -0.567, 5.593)
H (-18.311, 1.186, 3.014)
H (-19.075, -0.426, 3.170)
H (-18.078, -0.043, 1.744)

Summary:
E_tot (eV): -143448.0315
Charge: +1
Molecular weight (g mol⁻¹): 998.5



Record 3
Molecular formula: C37H87N10O31
Method: DFT, ωB97M-V/def2-TZVPD

Atoms and positions in Å:
C (12.947, 16.672, -7.669)
C (12.826, 17.686, -6.535)
O (12.408, 18.801, -6.673)
N (13.470, 17.302, -5.207)
H (13.699, 16.297, -5.214)
H (14.395, 17.728, -5.265)
C (12.690, 17.777, -3.983)
H (12.476, 15.729, -7.386)
H (14.029, 16.530, -7.765)
H (12.575, 16.962, -8.647)
H (11.770, 17.203, -4.046)
H (12.593, 18.857, -4.045)
H (13.327, 17.524, -3.139)
C (10.858, 6.007, -9.966)
C (9.917, 7.148, -9.668)
O (9.340, 7.190, -8.625)
N (9.898, 8.430, -10.514)
H (10.257, 9.256, -10.037)
H (10.535, 8.339, -11.316)
C (8.545, 8.772, -11.055)
H (10.282, 5.087, -9.915)
H (11.710, 6.112, -9.297)
H (11.267, 6.109, -10.973)
H (8.793, 9.590, -11.730)
H (7.878, 9.110, -10.266)
H (8.150, 7.922, -11.605)
C (12.679, 12.717, -9.046)
C (12.491, 12.707, -10.538)
O (13.368, 12.951, -11.318)
N (11.119, 12.325, -11.014)
H (10.811, 11.481, -10.524)
H (10.327, 12.933, -10.780)
C (10.994, 12.143, -12.516)
H (13.695, 13.053, -8.841)
H (12.653, 11.714, -8.617)
H (11.939, 13.350, -8.560)
H (10.967, 13.111, -13.007)
H (10.120, 11.542, -12.761)
H (11.856, 11.561, -12.827)
C (7.847, 14.503, -3.869)
C (9.270, 14.645, -4.346)
O (10.072, 15.298, -3.753)
N (9.617, 13.887, -5.603)
H (10.584, 13.570, -5.528)
H (9.011, 13.072, -5.621)
C (9.415, 14.797, -6.840)
H (7.751, 14.723, -2.810)
H (7.335, 13.571, -4.125)
H (7.190, 15.156, -4.453)
H (10.214, 15.534, -6.860)
H (8.472, 15.340, -6.858)
H (9.467, 14.149, -7.713)
C (16.181, 11.085, -9.032)
C (16.907, 9.798, -8.593)
O (16.682, 8.716, -8.955)
N (18.088, 10.095, -7.602)
H (18.797, 10.701, -8.007)
H (17.706, 10.627, -6.824)
C (18.767, 8.855, -6.971)
H (16.806, 11.925, -9.343)
H (15.489, 11.432, -8.266)
H (15.725, 10.793, -9.982)
H (19.078, 9.110, -5.958)
H (19.651, 8.709, -7.583)
H (18.037, 8.067, -6.808)
C (15.347, 12.602, -15.202)
C (15.332, 11.861, -13.879)
O (16.096, 12.091, -12.981)
N (14.258, 10.859, -13.647)
H (14.284, 10.461, -12.712)
H (13.370, 11.287, -13.921)
C (14.454, 9.614, -14.490)
H (15.260, 11.814, -15.951)
H (16.375, 12.963, -15.197)
H (14.627, 13.410, -15.288)
H (15.533, 9.450, -14.489)
H (14.227, 9.679, -15.553)
H (13.946, 8.769, -14.033)
C (14.029, 15.508, -13.290)
C (13.535, 16.211, -12.028)
O (14.185, 16.250, -11.022)
N (12.228, 16.883, -12.070)
H (11.663, 16.466, -12.806)
H (11.720, 16.685, -11.199)
C (12.346, 18.392, -12.235)
H (13.337, 14.735, -13.641)
H (14.920, 14.945, -13.024)
H (14.126, 16.177, -14.146)
H (11.328, 18.737, -12.405)
H (12.814, 18.626, -13.192)
H (12.873, 18.867, -11.415)
C (12.044, 8.318, -7.301)
C (12.951, 9.084, -6.381)
O (14.061, 8.727, -6.115)
N (12.469, 10.361, -5.700)
H (13.088, 11.134, -5.942)
H (11.547, 10.631, -6.052)
C (12.145, 10.142, -4.188)
H (11.858, 8.964, -8.167)
H (11.105, 7.963, -6.876)
H (12.595, 7.461, -7.681)
H (11.265, 9.503, -4.197)
H (11.953, 11.161, -3.866)
H (12.994, 9.601, -3.780)
C (17.410, 15.110, -10.699)
C (16.804, 15.173, -9.322)
O (15.797, 14.627, -9.033)
N (17.679, 15.824, -8.188)
H (18.217, 16.600, -8.575)
H (16.933, 16.314, -7.692)
C (18.406, 14.768, -7.356)
H (18.494, 15.000, -10.635)
H (17.103, 16.006, -11.241)
H (17.052, 14.223, -11.220)
H (19.264, 14.424, -7.929)
H (17.729, 13.937, -7.174)
H (18.730, 15.197, -6.411)
C (8.034, 14.540, -17.531)
C (7.282, 14.010, -16.316)
O (6.293, 14.518, -15.898)
N (7.779, 12.679, -15.719)
H (6.897, 12.165, -15.700)
H (8.444, 12.215, -16.328)
C (8.307, 12.878, -14.294)
H (8.687, 13.764, -17.927)
H (8.563, 15.430, -17.192)
H (7.352, 14.791, -18.341)
H (8.543, 11.853, -14.011)
H (7.494, 13.196, -13.644)
H (9.113, 13.602, -14.360)
O (9.807, 11.076, -6.757)
C (9.340, 10.864, -8.012)
O (8.106, 10.786, -8.104)
O (10.175, 10.716, -8.928)
H (9.012, 10.925, -6.222)
O (8.715, 15.972, -9.758)
C (10.000, 16.253, -9.813)
O (10.416, 17.433, -9.793)
O (10.869, 15.345, -9.976)
H (8.699, 15.019, -9.977)
O (14.460, 12.688, -6.287)
C (13.786, 13.654, -5.672)
O (14.340, 14.600, -5.068)
O (12.533, 13.659, -5.843)
H (15.357, 12.930, -5.997)
O (10.948, 9.085, -13.476)
C (10.783, 7.778, -13.866)
O (11.071, 7.415, -15.023)
O (10.390, 6.960, -12.998)
H (11.275, 9.508, -14.290)
O (10.785, 12.580, -16.822)
C (11.374, 11.877, -15.830)
O (12.160, 12.455, -15.028)
O (10.980, 10.712, -15.635)
H (10.132, 11.923, -17.100)
O (6.333, 13.658, -11.818)
C (7.542, 13.019, -11.690)
O (8.413, 13.549, -10.948)
O (7.649, 11.951, -12.299)
H (6.440, 14.348, -11.149)
O (13.700, 7.421, -10.024)
C (13.627, 8.579, -10.720)
O (14.555, 8.863, -11.503)
O (12.695, 9.382, -10.493)
H (14.537, 7.196, -10.474)

Summary:
Energy above the lowest of the compared OMol25 structures with the same formula, charge and spin (kJ/mol): 0.00
E_tot (eV): -118127.8367
Charge: +3
Molecular weight (g mol⁻¹): 1168.1



Q: Which formula does entry 2 have?
A: C37H86N6O10PS6